ORCA calculation (wB97M-V/def2-TZVPD) on one molecule with the formula C6H10 at a distorted geometry.

As for the SMILES: C=CC=C(C)C. The value obtained for the energy is -6381.105 eV. The maximum force is 6.1 eV/A. Its frontier orbital gap is 9.73 eV.

Last column: natural (NBO) charge in e.
Atoms and positions in Å:
C (-0.80, 0.40, -1.23)  -0.699
C (0.25, 0.74, -0.26)  0.080
C (0.38, 0.05, 0.92)  -0.286
C (-0.66, -1.00, 1.19)  -0.194
C (-0.54, -2.36, 1.26)  -0.415
C (1.24, 1.94, -0.65)  -0.619
H (-0.87, -0.80, -1.24)  0.235
H (-0.62, 0.59, -2.32)  0.233
H (-1.89, 0.68, -0.99)  0.237
H (1.31, -0.18, 1.36)  0.217
H (-1.64, -0.53, 1.32)  0.196
H (0.43, -2.93, 1.20)  0.179
H (-1.08, -3.16, 1.61)  0.205
H (0.69, 2.65, -1.05)  0.203
H (2.04, 1.55, -1.28)  0.213
H (1.76, 2.34, 0.17)  0.214


ORCA calculation (wB97M-V/def2-TZVPD) on a 2-piece molecular cluster, CH2N2O overall at a distorted geometry.

The value obtained for the energy is -6087.582 eV. The maximum force is 4.0 eV/A. Its frontier orbital gap (spin up / spin down) is 9.48 / 9.47 eV.

Last column: natural (NBO) charge in e.
Atoms and positions in Å:
C (-0.54, -0.08, 0.22)  0.531
N (0.53, 0.50, 0.63)  -0.497
N (0.54, -0.92, 0.10)  -0.455
O (-2.53, 0.05, -0.51)  -0.378
H (1.08, 1.33, 0.45)  0.437
H (0.91, -0.88, -0.89)  0.362


ORCA calculation (wB97M-V/def2-TZVPD) on C29H49LaN8O3 as an isolated structure at a distorted geometry.

Its total charge is +2. The value obtained for the energy is -49777.304 eV. The maximum force is 4.2 eV/A. Its frontier orbital gap is 5.34 eV.

Last column: Mulliken charge in e.
Atoms and positions in Å:
La (-0.07, -0.70, -0.30)  1.410
C (3.25, -3.53, 3.43)  -1.119
N (2.18, -2.55, 3.13)  0.184
C (1.39, -2.06, 4.29)  -0.844
C (1.92, -2.16, 1.89)  0.171
O (0.88, -1.38, 1.66)  -0.100
C (2.87, -2.44, 0.75)  -0.906
O (2.05, -2.24, -0.43)  -0.138
C (2.55, -2.69, -1.69)  -1.303
C (1.81, -2.03, -2.85)  0.030
O (0.81, -1.29, -2.58)  -0.193
N (2.19, -2.26, -4.05)  0.104
C (3.50, -2.95, -4.40)  -0.993
C (1.35, -1.87, -5.22)  -0.898
H (3.44, -3.50, 4.47)  0.435
H (2.93, -4.52, 3.21)  0.380
H (4.18, -3.32, 2.93)  0.391
H (0.40, -1.76, 3.95)  0.199
H (1.36, -2.80, 5.14)  0.415
H (1.90, -1.18, 4.69)  0.350
H (3.82, -1.83, 0.72)  0.357
H (3.06, -3.53, 0.68)  0.570
H (3.65, -2.40, -1.78)  0.543
H (2.41, -3.74, -1.81)  0.676
H (3.35, -3.75, -5.14)  0.391
H (4.26, -2.26, -4.82)  0.338
H (3.97, -3.42, -3.51)  0.384
H (1.99, -1.94, -6.08)  0.439
H (0.55, -2.55, -5.32)  0.310
H (0.99, -0.81, -5.15)  0.266
C (-3.02, 0.92, -2.79)  -1.059
C (-1.87, 0.17, -3.01)  -0.024
C (-2.24, -1.19, -2.97)  -0.563
C (-3.60, -1.28, -2.62)  -0.924
C (-4.05, 0.05, -2.53)  -0.580
H (-2.96, 2.01, -2.85)  0.461
H (-0.91, 0.52, -3.34)  0.696
H (-1.72, -2.09, -3.33)  0.354
H (-4.12, -2.22, -2.41)  0.583
H (-5.11, 0.40, -2.45)  0.487
C (-3.72, 2.05, 2.57)  -1.132
N (-3.83, 0.61, 2.32)  0.206
C (-4.90, 0.00, 3.16)  -1.165
C (-2.89, -0.04, 1.60)  -0.027
N (-1.67, 0.35, 1.28)  -0.101
C (-0.89, 1.33, 1.97)  0.789
C (-0.97, 1.40, 3.37)  -0.608
C (-0.09, 2.19, 4.14)  -1.059
C (0.98, 2.82, 3.53)  -0.891
C (1.21, 2.54, 2.16)  -0.579
C (0.26, 1.89, 1.34)  0.067
N (0.51, 1.64, -0.03)  0.154
C (1.17, 2.52, -0.83)  -0.306
N (1.97, 2.12, -1.81)  0.811
C (2.97, 1.07, -1.59)  -0.920
C (2.16, 2.77, -3.12)  -1.243
N (1.07, 3.83, -0.60)  0.342
C (2.09, 4.86, -0.85)  -1.017
C (-0.15, 4.43, -0.04)  -1.251
N (-3.27, -1.33, 1.22)  0.557
C (-4.57, -1.51, 0.59)  -1.405
C (-2.41, -2.50, 1.29)  -0.732
H (-4.76, 2.34, 2.71)  0.561
H (-3.34, 2.54, 1.65)  0.214
H (-3.17, 2.26, 3.46)  0.441
H (-4.86, 0.45, 4.15)  0.441
H (-4.88, -1.11, 3.22)  0.375
H (-5.88, 0.31, 2.74)  0.368
H (-1.72, 0.80, 3.85)  0.813
H (-0.39, 2.46, 5.17)  0.418
H (1.76, 3.41, 4.10)  0.390
H (2.14, 2.83, 1.65)  0.490
H (2.77, 0.58, -0.61)  0.061
H (4.03, 1.42, -1.56)  0.370
H (2.85, 0.24, -2.29)  0.078
H (1.47, 3.56, -3.23)  0.457
H (2.01, 2.06, -3.91)  0.256
H (3.18, 3.23, -3.22)  0.411
H (2.88, 4.36, -1.42)  0.371
H (2.46, 5.18, 0.11)  0.312
H (1.71, 5.67, -1.48)  0.333
H (-0.98, 3.77, 0.12)  0.346
H (-0.56, 5.22, -0.65)  0.440
H (0.11, 4.82, 0.95)  0.404
H (-4.94, -0.70, -0.04)  0.342
H (-5.33, -1.79, 1.34)  0.417
H (-4.48, -2.41, -0.04)  0.439
H (-1.76, -2.40, 2.21)  0.202
H (-1.69, -2.54, 0.41)  -0.092
H (-2.99, -3.41, 1.40)  0.571


ORCA calculation (wB97M-V/def2-TZVPD) on a 2-piece molecular cluster, FHOS overall at a distorted geometry.

The value obtained for the energy is -15611.782 eV. The maximum force is 2.0 eV/A. Its frontier orbital gap (spin up / spin down) is 5.85 / 9.37 eV.

Last column: natural (NBO) charge in e.
Atoms and positions in Å:
O (-1.55, -1.29, 0.21)  -0.735
F (2.57, -0.72, 0.10)  -0.260
S (-0.18, -1.01, -0.20)  0.947
H (-0.18, 0.39, -0.06)  0.048


ORCA calculation (wB97M-V/def2-TZVPD) on a 7-piece molecular cluster, C11H22Br8Cl6 overall at a distorted geometry.

As for the SMILES: BrCCBr.BrCCBr.BrCCBr.BrCCBr.ClCCl.ClCCl.ClCCl. The value obtained for the energy is -647239.084 eV. The maximum force is 1.5 eV/A. Its frontier orbital gap is 10.58 eV.

Last column: natural (NBO) charge in e.
Atoms and positions in Å:
Br (-5.93, -0.25, -2.96)  -0.023
C (-5.04, 1.32, -3.70)  -0.435
C (-5.23, 2.47, -2.74)  -0.447
Br (-4.31, 4.07, -3.38)  -0.010
H (-5.56, 1.50, -4.64)  0.225
H (-4.02, 1.03, -3.93)  0.235
H (-4.77, 2.25, -1.78)  0.221
H (-6.28, 2.73, -2.72)  0.230
Br (-10.53, 2.33, 2.76)  -0.005
C (-10.91, 0.80, 1.61)  -0.455
C (-12.09, 1.23, 0.72)  -0.444
Br (-12.23, 0.14, -0.89)  -0.009
H (-11.14, -0.11, 2.15)  0.232
H (-10.04, 0.60, 0.99)  0.236
H (-12.04, 2.27, 0.44)  0.221
H (-13.00, 1.03, 1.28)  0.226
Br (-7.42, 5.07, -1.13)  -0.029
C (-9.17, 4.52, -1.81)  -0.432
C (-10.19, 4.42, -0.71)  -0.475
Br (-10.63, 6.13, 0.08)  0.012
H (-8.96, 3.56, -2.25)  0.236
H (-9.45, 5.23, -2.58)  0.231
H (-9.83, 3.80, 0.10)  0.229
H (-11.08, 3.91, -1.11)  0.231
Br (-7.05, 3.05, 4.21)  -0.018
C (-5.28, 2.28, 4.49)  -0.445
C (-5.28, 1.39, 5.69)  -0.459
Br (-3.65, 0.36, 5.80)  0.005
H (-4.55, 3.08, 4.52)  0.228
H (-5.07, 1.77, 3.55)  0.231
H (-6.12, 0.71, 5.68)  0.231
H (-5.32, 1.98, 6.60)  0.227
C (-2.90, -0.40, -0.13)  -0.398
Cl (-1.51, 0.02, 0.84)  -0.005
Cl (-2.51, -0.44, -1.87)  -0.042
H (-3.28, -1.36, 0.17)  0.222
H (-3.70, 0.33, -0.02)  0.222
C (-8.00, -2.66, 0.09)  -0.385
Cl (-9.54, -2.20, -0.61)  -0.005
Cl (-8.10, -2.67, 1.90)  -0.059
H (-7.68, -3.66, -0.16)  0.224
H (-7.27, -1.91, -0.18)  0.225
C (-7.23, 2.08, 0.55)  -0.416
Cl (-6.27, 0.79, 1.25)  -0.034
Cl (-8.32, 1.44, -0.69)  -0.033
H (-7.80, 2.58, 1.33)  0.244
H (-6.58, 2.85, 0.13)  0.238